# 1
Computed, not measured: 6 unconnected molecules or ions with the total composition C10H25ClNO8S2 in a non-equilibrium geometry, with ωB97M-V/def2-TZVPD.

XYZ file:
```
47
Properties=species:S:1:pos:R:3:lowdin_charge:R:1
Cl 20.50 -21.35 5.06 0.712
O 20.88 -22.66 5.47 -0.273
O 19.90 -21.40 3.73 -0.403
O 19.60 -20.70 6.00 -0.396
O 21.66 -20.48 5.02 -0.299
C 22.03 -22.62 7.94 -0.131
O 20.93 -21.69 7.82 -0.181
H 22.60 -22.31 8.81 0.066
H 21.60 -23.58 8.22 0.081
H 22.68 -22.59 7.07 0.074
H 21.15 -21.04 7.15 0.022
C 18.05 -23.13 2.86 -0.253
O 17.72 -22.79 4.09 -0.089
H 19.11 -23.40 2.80 0.074
H 17.57 -24.03 2.48 0.081
H 17.90 -22.27 2.21 0.076
H 18.56 -22.60 4.53 0.031
N 18.77 -18.77 4.99 -0.041
C 17.81 -18.32 4.14 -0.130
C 17.33 -17.15 4.62 -0.117
C 18.24 -16.64 5.57 -0.122
C 19.09 -17.71 5.87 -0.168
H 19.26 -19.65 4.96 0.036
H 17.52 -19.06 3.41 0.123
H 16.48 -16.67 4.16 0.090
H 18.26 -15.69 6.08 0.099
H 19.93 -17.72 6.54 0.130
C 17.39 -18.72 7.29 -0.249
S 18.21 -19.66 8.70 0.853
O 17.26 -19.47 9.88 -0.619
C 18.04 -21.45 8.04 -0.230
H 16.34 -19.02 7.26 0.065
H 17.87 -18.95 6.34 -0.011
H 17.60 -17.66 7.43 0.037
H 16.97 -21.57 7.90 0.039
H 18.31 -22.15 8.83 0.042
H 18.51 -21.74 7.10 0.014
C 20.09 -19.70 1.86 -0.266
S 21.81 -19.96 1.28 0.874
O 21.60 -20.08 -0.23 -0.622
C 22.04 -21.74 1.73 -0.252
H 20.21 -19.62 2.94 0.005
H 19.44 -20.51 1.53 0.050
H 19.61 -18.79 1.49 0.059
H 22.09 -21.91 2.80 0.020
H 22.90 -22.17 1.21 0.048
H 21.20 -22.39 1.48 0.048
```

Computed properties:
Net charge: -1
F_max (eV Å⁻¹): 4.563
Orbital gap (eV): 8.40
Relative energy (zero: lowest compared OMol25 entry of this formula, charge and spin) (eV): 4.782
LUMO energy (eV): 2.9
Calculated total energy (eV): -62826.6070

# 2
Computed, not measured: a single C15H23N5O3 molecule in a non-equilibrium geometry, with ωB97M-V/def2-TZVPD.

XYZ file:
```
46
Properties=species:S:1:pos:R:3:lowdin_charge:R:1
C -1.32 1.04 -0.11 -0.275
C 0.16 0.81 -0.32 -0.376
C -1.82 1.66 1.13 -0.158
C -3.27 2.41 1.15 -0.115
C -4.45 1.40 0.71 -0.265
C -5.87 -0.61 1.20 -0.459
C 2.04 -0.79 -0.02 -0.183
C 2.75 -0.54 1.35 -0.444
C 2.67 -0.48 -1.38 -0.123
C 4.18 -0.73 -1.46 -0.186
C 5.21 0.11 -0.75 0.023
C 4.48 -1.78 -2.37 -0.048
C 6.55 -0.25 -1.01 -0.126
C 5.87 -2.06 -2.56 -0.032
C 6.78 -1.29 -1.77 -0.137
H -2.97 -0.19 0.24 0.005
H -2.88 0.11 -1.38 0.117
H -1.67 1.79 -0.77 0.115
H -1.88 0.79 1.76 0.096
H -1.18 2.56 1.52 0.161
H -3.26 2.77 2.16 0.091
H -3.31 3.29 0.74 0.036
H -4.29 1.18 -0.38 0.078
H -5.50 1.96 0.69 0.140
H -4.52 0.54 2.62 0.178
H -6.11 0.12 -0.85 0.096
H -7.01 -2.29 1.53 0.058
H -5.73 -1.93 2.91 0.183
H 0.03 -1.18 -0.07 0.120
H 1.65 -1.93 0.14 0.196
H 2.25 -1.19 -2.30 0.161
H 2.45 0.69 -1.65 0.159
H 5.05 0.97 -0.04 0.125
H 3.80 -2.38 -2.90 0.078
H 7.30 -0.01 -0.34 0.090
H 6.14 -2.85 -3.29 0.106
H 7.76 -1.57 -1.95 0.081
H 2.43 1.39 1.21 0.152
N -2.23 -0.27 -0.52 0.031
N -4.54 0.15 1.55 -0.037
N -6.48 -0.48 0.03 0.041
N -6.49 -1.61 2.04 0.034
N 0.60 -0.37 0.06 0.103
O 0.95 1.82 -0.64 -0.046
O 3.09 -1.43 2.11 0.102
O 2.58 0.68 1.97 0.055
```

Computed properties:
F_max (eV Å⁻¹): 7.993
Orbital gap (eV): 9.32
Relative energy (zero: lowest compared OMol25 entry of this formula, charge and spin) (eV): 8.580
LUMO energy (eV): 0.5
Calculated total energy (eV): -29514.4511

# 3
Computed, not measured: a molecular structure, C42H57FFeN7O5SSi, with ωB97M-V/def2-TZVPD.

XYZ file:
```
115
Properties=species:S:1:pos:R:3:lowdin_charge:R:1
Fe 0.12 0.14 0.76 0.619
C 2.12 -2.66 0.47 -0.064
C 2.89 -2.59 1.78 -0.353
C 1.99 -2.65 3.01 -0.054
C 3.86 -1.43 1.77 -0.138
C 5.20 -1.71 1.58 -0.028
C 6.16 -0.72 1.55 -0.061
C 5.78 0.59 1.73 -0.035
C 4.45 0.94 1.93 -0.137
C 4.12 2.41 2.05 -0.367
C 4.81 3.05 3.26 -0.051
C 4.48 3.16 0.77 -0.057
C 3.48 -0.09 1.96 -0.206
N 2.13 0.28 2.18 0.128
C 1.89 0.84 3.39 -0.248
C 2.63 0.54 4.56 0.005
C 2.25 1.04 5.78 -0.063
C 1.14 1.89 5.89 -0.047
C 0.43 2.26 4.75 0.010
C 0.82 1.74 3.54 -0.203
F 0.22 2.20 2.40 0.040
H 1.58 -3.61 0.38 0.079
H 2.80 -2.56 -0.38 0.090
H 1.36 -1.87 0.39 0.025
H 3.52 -3.49 1.81 0.129
H 1.23 -1.87 2.98 0.044
H 2.57 -2.53 3.92 0.083
H 1.48 -3.61 3.06 0.071
H 5.50 -2.75 1.45 0.114
H 7.20 -0.97 1.40 0.105
H 6.52 1.38 1.70 0.110
H 3.04 2.54 2.19 0.114
H 5.89 3.09 3.12 0.077
H 4.61 2.49 4.17 0.071
H 4.46 4.07 3.41 0.082
H 5.56 3.11 0.58 0.075
H 4.21 4.21 0.85 0.081
H 3.97 2.73 -0.09 0.050
H 3.47 -0.13 4.48 0.126
H 2.80 0.77 6.67 0.110
H 0.84 2.27 6.85 0.111
H -0.41 2.94 4.80 0.126
C 3.02 1.15 -3.64 -0.041
N 1.92 1.97 -3.17 -0.126
C 1.32 2.99 -3.87 -0.039
C 0.34 3.48 -3.10 -0.064
N 0.35 2.77 -1.89 0.030
C 1.34 1.82 -1.96 -0.628
S 1.89 0.66 -0.89 0.817
C -0.59 3.07 -0.86 -0.234
C -1.18 4.34 -0.85 0.003
C -2.23 4.57 0.01 -0.039
C -2.67 3.54 0.82 -0.037
C -1.97 2.35 0.79 -0.124
N -0.94 2.13 -0.01 0.105
H 3.28 1.49 -4.64 0.094
H 2.71 0.11 -3.66 0.090
H 3.87 1.25 -2.97 0.085
H 1.61 3.25 -4.87 0.130
H -0.39 4.22 -3.33 0.120
H -0.83 5.14 -1.48 0.107
H -2.71 5.54 0.03 0.114
H -3.52 3.65 1.49 0.114
H -2.23 1.52 1.43 0.107
O -0.74 -0.26 2.58 -0.268
N -1.36 -0.60 3.65 0.006
C -1.63 -1.86 3.89 -0.309
C -2.32 -2.14 5.10 -0.192
N -2.86 -2.38 6.09 0.147
C -1.30 -2.96 3.04 -0.181
N -1.10 -3.88 2.38 0.196
C -3.59 -0.35 -4.54 -0.016
C -2.25 0.22 -4.08 -0.634
C -2.44 1.63 -3.53 -0.012
C -1.27 0.25 -5.25 -0.022
O -1.65 -0.61 -3.11 -0.096
Si -2.10 -1.10 -1.59 0.023
O -1.05 -0.59 -0.51 -0.318
O -2.26 -2.73 -1.57 -0.092
C -1.56 -3.78 -2.22 -0.638
C -2.13 -3.99 -3.61 -0.023
C -0.07 -3.46 -2.31 -0.019
C -1.78 -5.02 -1.35 -0.025
O -3.60 -0.46 -1.40 -0.112
C -4.60 -0.66 -0.42 -0.640
C -4.01 -1.29 0.83 -0.028
C -5.67 -1.57 -1.03 -0.019
C -5.18 0.71 -0.10 -0.017
H -4.07 0.32 -5.25 0.087
H -4.25 -0.49 -3.68 0.073
H -3.45 -1.32 -5.02 0.080
H -2.91 2.27 -4.27 0.093
H -1.47 2.05 -3.26 0.050
H -3.06 1.60 -2.64 0.080
H -1.62 0.91 -6.04 0.086
H -1.14 -0.75 -5.66 0.085
H -0.29 0.60 -4.91 0.069
H -1.98 -3.09 -4.21 0.065
H -3.20 -4.18 -3.55 0.090
H -1.65 -4.83 -4.11 0.086
H 0.09 -2.54 -2.87 0.080
H 0.47 -4.27 -2.80 0.092
H 0.34 -3.32 -1.31 0.055
H -2.85 -5.22 -1.26 0.086
H -1.39 -4.85 -0.35 0.067
H -1.30 -5.89 -1.79 0.085
H -3.65 -2.30 0.63 0.087
H -4.75 -1.33 1.63 0.096
H -3.16 -0.70 1.17 0.060
H -5.21 -2.50 -1.36 0.086
H -6.14 -1.08 -1.88 0.083
H -6.44 -1.80 -0.29 0.087
H -4.43 1.33 0.39 0.056
H -6.04 0.63 0.57 0.088
H -5.50 1.21 -1.01 0.088
```

Computed properties:
F_max (eV Å⁻¹): 0.898
Orbital gap (alpha / beta) (eV): 8.32 / 5.99
Relative energy (zero: lowest compared OMol25 entry of this formula, charge and spin) (eV): 0.000
Spin multiplicity: 6
LUMO energy (alpha / beta) (eV): 0.0 / -2.0
Calculated total energy (eV): -120969.5239

# 4
Computed, not measured: a single C4H8N2O2 molecule in a non-equilibrium geometry, with ωB97M-V/def2-TZVPD.

XYZ file:
```
16
Properties=species:S:1:pos:R:3:lowdin_charge:R:1
C 0.65 0.45 1.24 -0.010
C -2.30 -0.86 -0.51 -0.062
C -0.19 -0.52 0.47 -0.471
C 1.33 1.48 0.26 -0.550
N 1.69 0.93 -0.91 0.146
O -1.44 -0.09 0.32 -0.051
N 0.26 -1.45 -0.30 0.112
O 1.49 2.63 0.59 0.055
H 2.06 1.56 -1.60 0.110
H 1.33 -0.11 -1.10 0.129
H 1.15 -1.83 0.00 0.068
H 0.05 1.02 1.95 0.124
H 1.46 -0.07 1.75 0.127
H -1.94 -0.83 -1.54 0.090
H -3.28 -0.40 -0.44 0.092
H -2.31 -1.90 -0.18 0.091
```

Computed properties:
F_max (eV Å⁻¹): 3.369
Orbital gap (eV): 10.56
Relative energy (zero: lowest compared OMol25 entry of this formula, charge and spin) (eV): 1.376
LUMO energy (eV): 0.8
Calculated total energy (eV): -11352.7372

# 5
Computed, not measured: a molecular structure, C2H8NO2 in a non-equilibrium geometry, with ωB97M-V/def2-TZVPD.

XYZ file:
```
13
Properties=species:S:1:pos:R:3:lowdin_charge:R:1
C -0.58 0.00 -0.05 -0.330
O -0.85 -0.98 -1.04 -0.152
C 0.29 -0.56 1.09 -0.229
N 0.34 0.85 2.06 -0.031
H 0.03 0.77 -0.53 0.094
H -1.49 0.48 0.30 0.100
H 0.00 -1.61 1.21 0.118
H 1.34 -0.48 0.83 0.099
H 1.29 0.62 2.38 -0.005
H -0.20 -0.14 2.20 0.028
H 0.23 1.11 -3.61 -0.167
H -0.61 -0.47 -1.88 -0.008
O 0.21 0.42 -2.96 -0.517
```

Computed properties:
Net charge: -1
F_max (eV Å⁻¹): 4.802
Orbital gap (eV): 7.07
Relative energy (zero: lowest compared OMol25 entry of this formula, charge and spin) (eV): 4.085
LUMO energy (eV): 3.9
Calculated total energy (eV): -7785.1003

Q: Look up the relative energy (zero: lowest compared OMol25 entry of this formula, charge and spin) of the fourth one.
A: 1.376 eV